{
  "formula": "C62H157N11O14",
  "method": "ωB97M-V with the def2-TZVPD basis set",
  "e_lumo_ev": [-2.85, -6.90],
  "total_charge": 1,
  "s2": 0.75,
  "multiplicity": 2,
  "homo_lumo_gap_ev": [6.636, 2.576],
  "symbols": ["C", "O", "H", "H", "H", "H", "C", "O", "H", "H", "H", "H", "C", "O", "H", "H", "H", "H", "C", "C", "C", "O", "C", "N", "H", "H", "H", "H", "H", "H", "H", "H", "H", "H", "H", "C", "C", "C", "O", "C", "N", "H", "H", "H", "H", "H", "H", "H", "H", "H", "H", "H", "C", "C", "C", "O", "C", "N", "H", "H", "H", "H", "H", "H", "H", "H", "H", "H", "H", "C", "C", "C", "O", "C", "N", "H", "H", "H", "H", "H", "H", "H", "H", "H", "H", "H", "C", "C", "C", "O", "C", "N", "H", "H", "H", "H", "H", "H", "H", "H", "H", "H", "H", "C", "C", "C", "O", "C", "N", "H", "H", "H", "H", "H", "H", "H", "H", "H", "H", "H", "C", "C", "C", "O", "C", "N", "H", "H", "H", "H", "H", "H", "H", "H", "H", "H", "H", "C", "C", "C", "O", "C", "N", "H", "H", "H", "H", "H", "H", "H", "H", "H", "H", "H", "C", "C", "C", "C", "C", "C", "N", "O", "C", "C", "C", "H", "H", "H", "H", "H", "H", "H", "H", "H", "H", "H", "H", "H", "H", "H", "H", "H", "H", "H", "C", "C", "C", "C", "C", "C", "N", "O", "C", "C", "C", "H", "H", "H", "H", "H", "H", "H", "H", "H", "H", "H", "H", "H", "H", "H", "H", "H", "H", "H", "C", "C", "C", "C", "C", "C", "N", "O", "C", "C", "C", "H", "H", "H", "H", "H", "H", "H", "H", "H", "H", "H", "H", "H", "H", "H", "H", "H", "H", "H"],
  "xyz": [[-1.523, -2.684, 7.184], [-0.720, -3.862, 7.195], [-2.512, -3.140, 7.224], [-1.142, -2.063, 7.994], [-1.422, -2.153, 6.237], [-0.067, -3.840, 6.492], [-2.179, 0.222, 13.702], [-1.216, 0.728, 12.802], [-1.991, -0.851, 13.736], [-2.132, 0.604, 14.722], [-3.193, 0.520, 13.433], [-1.595, 0.718, 11.920], [1.478, -1.440, 10.611], [2.518, -0.655, 11.101], [1.699, -2.506, 10.672], [0.620, -1.355, 11.278], [1.050, -1.079, 9.677], [3.189, -0.652, 10.415], [-2.972, 3.516, 14.494], [-3.777, 4.283, 13.460], [-2.906, 5.284, 12.844], [-2.563, 6.284, 13.844], [-1.741, 7.338, 13.302], [-4.148, 3.316, 12.417], [-3.649, 2.916, 15.102], [-2.447, 4.190, 15.170], [-2.185, 2.918, 14.033], [-4.671, 4.686, 13.936], [-3.533, 5.680, 12.046], [-1.971, 4.783, 12.594], [-0.797, 6.885, 12.998], [-1.552, 8.124, 14.034], [-2.158, 7.870, 12.448], [-4.693, 3.752, 11.686], [-4.789, 2.621, 12.772], [-6.572, 7.610, 10.960], [-5.891, 7.694, 9.587], [-6.087, 6.369, 8.867], [-5.356, 5.270, 9.474], [-5.316, 4.151, 8.521], [-6.249, 8.880, 8.882], [-6.497, 8.546, 11.515], [-6.142, 6.887, 11.654], [-7.627, 7.381, 10.810], [-4.802, 7.722, 9.580], [-5.719, 6.519, 7.852], [-7.144, 6.140, 8.739], [-4.717, 3.322, 8.899], [-4.687, 4.378, 7.660], [-6.290, 3.823, 8.158], [-5.840, 9.591, 9.471], [-5.721, 8.944, 8.024], [-4.609, -2.890, 13.311], [-5.261, -1.735, 12.489], [-4.697, -1.508, 11.033], [-3.340, -1.053, 10.914], [-2.383, -2.164, 10.842], [-6.664, -2.078, 12.404], [-4.879, -2.785, 14.362], [-3.525, -2.782, 13.290], [-4.782, -3.925, 13.016], [-5.161, -0.818, 13.071], [-5.327, -0.764, 10.546], [-4.849, -2.445, 10.498], [-2.141, -2.654, 11.786], [-1.420, -1.848, 10.442], [-2.760, -2.915, 10.147], [-7.213, -1.448, 11.836], [-6.935, -2.907, 11.895], [5.338, 2.797, 15.803], [4.538, 3.637, 14.798], [3.510, 2.813, 13.998], [2.803, 3.536, 12.926], [1.777, 2.854, 12.250], [3.916, 4.684, 15.549], [5.901, 3.366, 16.542], [6.018, 2.163, 15.234], [4.708, 2.055, 16.295], [5.248, 3.920, 14.021], [2.854, 2.292, 14.695], [3.941, 1.967, 13.463], [2.073, 1.880, 11.861], [1.245, 3.458, 11.515], [0.895, 2.730, 12.878], [3.478, 5.183, 14.788], [3.132, 4.302, 16.058], [-1.608, 3.607, 9.437], [-2.042, 2.210, 9.054], [-0.876, 1.393, 8.398], [-0.582, 2.028, 7.113], [0.386, 1.296, 6.398], [-2.517, 1.678, 10.305], [-1.073, 4.146, 8.655], [-1.066, 3.638, 10.382], [-2.459, 4.263, 9.620], [-2.968, 2.342, 8.495], [-1.400, 0.489, 8.087], [-0.027, 1.187, 9.050], [0.178, 0.244, 6.201], [1.286, 1.345, 7.012], [0.640, 1.801, 5.466], [-3.094, 2.331, 10.816], [-3.031, 0.813, 10.389], [5.239, 1.224, 10.963], [5.786, 1.029, 9.568], [4.688, 0.495, 8.556], [4.120, -0.784, 8.896], [4.954, -1.919, 8.904], [6.225, 2.330, 9.061], [4.287, 1.754, 10.994], [5.832, 1.799, 11.674], [4.968, 0.292, 11.459], [6.641, 0.355, 9.625], [4.996, 0.301, 7.528], [3.840, 1.179, 8.537], [5.468, -1.956, 9.864], [5.643, -1.910, 8.060], [4.289, -2.772, 8.766], [5.379, 2.866, 8.930], [6.621, 2.811, 9.856], [2.582, 8.566, 3.627], [3.221, 7.536, 4.515], [2.496, 6.224, 4.418], [1.105, 6.406, 4.208], [0.447, 5.155, 4.011], [4.620, 7.505, 4.126], [1.581, 8.801, 3.991], [2.516, 8.247, 2.587], [3.094, 9.527, 3.600], [3.082, 7.918, 5.526], [2.682, 5.622, 5.308], [2.916, 5.632, 3.606], [-0.626, 5.217, 4.193], [0.905, 4.450, 4.705], [0.640, 4.843, 2.985], [4.998, 8.347, 4.537], [5.050, 6.740, 4.625], [2.048, 4.130, 8.400], [3.522, 4.647, 8.431], [3.510, 6.204, 8.368], [4.777, 6.841, 8.625], [5.781, 6.617, 7.617], [4.042, 4.335, 9.709], [2.147, 3.073, 8.647], [1.507, 4.263, 7.464], [1.471, 4.614, 9.188], [4.144, 4.163, 7.678], [2.799, 6.502, 9.138], [3.087, 6.493, 7.406], [6.571, 7.331, 7.848], [5.589, 6.858, 6.571], [6.220, 5.624, 7.717], [4.991, 4.674, 9.779], [3.574, 4.768, 10.492], [-1.598, 1.241, 3.638], [-3.062, 0.962, 3.833], [-3.303, -0.413, 3.171], [-4.608, -1.123, 3.571], [-4.762, -1.169, 5.078], [-4.596, 0.208, 5.760], [-3.327, 0.899, 5.288], [-3.145, 2.146, 5.921], [-5.921, 0.874, 5.515], [-4.372, -0.147, 7.284], [-3.937, 2.033, 3.169], [-1.015, 0.437, 4.086], [-1.424, 2.197, 4.132], [-1.258, 1.274, 2.602], [-3.309, -0.314, 2.085], [-2.477, -1.102, 3.350], [-4.453, -2.133, 3.193], [-5.496, -0.737, 3.071], [-3.986, -1.916, 5.243], [-5.743, -1.595, 5.289], [-5.963, 1.962, 5.465], [-6.383, 0.471, 4.614], [-6.657, 0.647, 6.287], [-3.392, -0.579, 7.486], [-4.478, 0.726, 7.928], [-5.207, -0.769, 7.607], [-3.870, 2.008, 2.082], [-3.639, 3.037, 3.471], [-4.987, 2.127, 3.449], [-2.286, 2.075, 6.344], [3.643, -4.200, 6.046], [3.039, -3.040, 5.175], [4.189, -2.503, 4.290], [3.769, -1.460, 3.280], [2.658, -2.165, 2.388], [1.504, -2.955, 3.051], [1.975, -3.588, 4.330], [1.113, -4.370, 5.027], [0.329, -2.022, 3.482], [1.064, -4.005, 1.996], [2.621, -1.909, 6.148], [4.529, -3.893, 6.602], [4.047, -5.025, 5.458], [2.969, -4.626, 6.788], [4.969, -2.030, 4.886], [4.604, -3.301, 3.675], [4.531, -1.020, 2.637], [3.467, -0.551, 3.800], [3.090, -2.705, 1.545], [2.208, -1.322, 1.863], [-0.566, -2.600, 3.710], [0.665, -1.373, 4.292], [0.027, -1.446, 2.607], [0.833, -3.653, 0.991], [1.678, -4.904, 1.937], [0.110, -4.399, 2.347], [1.837, -2.263, 6.817], [2.290, -1.030, 5.595], [3.396, -1.431, 6.747], [1.332, -5.251, 4.714], [-1.455, 10.150, 5.721], [-2.602, 9.622, 6.530], [-3.340, 8.386, 5.792], [-2.460, 7.077, 5.778], [-2.024, 6.662, 7.190], [-1.341, 7.821, 8.019], [-2.121, 9.088, 7.842], [-1.579, 10.079, 8.634], [-1.382, 7.410, 9.499], [0.160, 7.953, 7.658], [-3.616, 10.731, 6.730], [-1.878, 10.440, 4.759], [-0.639, 9.469, 5.480], [-1.079, 11.030, 6.242], [-4.366, 8.182, 6.097], [-3.456, 8.605, 4.730], [-1.540, 7.213, 5.209], [-2.981, 6.218, 5.355], [-1.362, 5.822, 6.978], [-2.835, 6.199, 7.751], [-0.918, 6.462, 9.772], [-0.856, 8.173, 10.073], [-2.386, 7.450, 9.923], [0.704, 7.099, 8.063], [0.327, 7.729, 6.604], [0.621, 8.889, 7.973], [-4.580, 10.511, 7.188], [-3.770, 11.132, 5.728], [-3.286, 11.659, 7.198], [-0.871, 10.384, 8.063]],
  "forces_ev_per_a": [[0.57, -1.03, -0.48], [0.84, -0.56, -0.24], [-0.39, 1.11, 0.59], [-0.88, 0.27, 0.15], [-0.12, 0.23, -0.08], [-0.15, 0.10, 0.20], [0.03, -0.29, -0.07], [0.40, 0.47, 0.83], [-0.79, -0.28, 0.26], [0.89, 0.26, -0.03], [-0.17, -0.47, -0.48], [-0.21, 0.43, -0.44], [-1.24, -0.12, 1.01], [-0.05, 0.29, 0.32], [0.22, -0.22, -0.73], [0.07, 0.30, 0.43], [0.42, -0.30, -0.64], [0.36, 0.09, -0.26], [-0.05, 0.16, 0.76], [-0.08, -2.13, 1.10], [0.36, 1.71, 0.92], [-0.36, 0.63, -1.04], [-0.08, -0.68, 0.11], [-0.28, -0.11, -0.55], [0.20, -0.36, 0.03], [-0.24, 0.20, 0.06], [-0.25, -0.23, -0.23], [0.07, 0.54, 0.01], [0.79, 0.64, -0.68], [-0.02, 0.08, -0.90], [0.28, 0.17, -0.10], [-0.10, -0.45, 0.41], [-0.42, -0.34, -0.24], [-0.11, 0.54, -0.27], [0.08, -0.21, 0.43], [0.39, 0.53, 0.06], [1.45, -2.15, 1.17], [-0.18, -0.02, -0.93], [-0.63, -0.52, -1.36], [0.95, 0.86, 0.39], [-1.13, 0.68, -0.44], [-0.12, 0.27, -0.18], [0.11, -0.35, -0.41], [-0.05, 0.04, 0.06], [0.52, -0.23, 1.26], [0.28, -0.13, -0.33], [-0.27, -0.33, 0.30], [-0.56, -0.07, 0.92], [-0.23, 0.73, -0.41], [-0.14, 0.08, 0.33], [-0.26, 0.63, -0.10], [0.05, -0.14, -0.25], [0.99, 0.99, 0.00], [0.43, -1.54, -0.72], [0.17, -0.14, 1.11], [0.56, -1.72, 0.22], [-0.45, 0.50, -0.35], [-1.57, 0.49, -0.40], [-0.26, -0.05, -0.09], [0.07, 0.11, 0.07], [-0.54, 0.20, -0.43], [0.00, 0.04, -0.07], [0.04, 0.22, 0.03], [0.16, -0.20, -0.21], [-0.43, 0.24, 0.23], [-0.23, 0.64, -0.04], [-0.17, -0.11, 0.01], [0.09, 1.10, 0.31], [1.00, -0.94, 0.33], [-0.11, -1.40, -1.05], [0.28, -1.70, -0.01], [-0.58, -1.25, -1.17], [1.03, 0.92, 1.16], [-1.13, -0.35, 0.91], [-0.17, 1.32, -1.19], [-0.26, 0.21, -0.27], [0.40, 0.01, 0.07], [-0.29, 0.22, 0.40], [0.07, 1.18, 0.27], [-0.79, 0.45, 0.18], [0.75, -0.15, 0.07], [0.09, -0.02, -0.17], [1.11, 0.46, -0.67], [0.12, -0.71, 0.79], [-0.52, 1.03, 0.26], [-0.08, -0.26, 0.32], [0.16, 1.29, -0.30], [0.10, 0.91, 1.04], [-2.93, 0.45, -1.18], [-0.07, -0.43, 0.61], [1.08, 0.74, 0.58], [0.41, -1.22, 1.46], [0.33, -0.25, -0.07], [0.39, -0.30, -0.09], [-0.43, -0.16, 0.05], [0.74, -0.38, -1.57], [0.46, -0.81, 0.34], [0.17, 0.38, -0.08], [-0.60, -0.15, 0.09], [0.48, -0.33, -0.02], [-0.38, 0.07, -0.03], [0.32, 0.57, 0.27], [0.15, -0.45, -1.04], [-1.56, -0.73, 0.92], [-0.70, 0.33, -0.47], [0.66, -0.90, 0.76], [-0.78, 0.45, 0.28], [-0.18, 0.39, 0.08], [0.23, -0.16, -0.60], [-0.10, 0.28, -0.57], [0.67, -0.15, -0.37], [0.32, -0.33, 0.09], [0.05, -0.15, -0.32], [0.86, 0.84, -0.15], [0.02, 0.13, 0.15], [0.30, -0.38, -0.15], [0.37, 0.11, -0.02], [0.06, -0.12, 0.30], [-0.29, 0.07, -0.13], [0.51, 0.09, 0.05], [-1.05, 0.81, -0.49], [-0.77, 1.46, -0.24], [0.05, -0.69, -0.53], [-0.30, -0.03, 0.46], [0.87, 0.45, 0.05], [0.03, -0.84, 0.42], [-0.14, -0.11, -0.18], [-0.05, -0.22, 0.02], [0.44, -0.12, 0.28], [0.11, -0.09, 0.47], [-0.15, -0.14, 0.45], [0.12, -0.01, -0.50], [0.13, 0.31, 0.04], [-0.25, -0.45, 0.06], [-0.13, -0.32, -0.12], [0.48, 0.16, -0.18], [0.47, -0.20, -0.03], [1.17, -0.02, -0.12], [-1.66, 1.89, 0.32], [0.33, -0.67, -1.06], [-0.67, -0.50, -1.19], [0.58, 0.52, 1.14], [1.30, -1.44, 1.36], [-0.45, -0.13, -0.05], [0.18, 0.01, -0.13], [0.02, 0.01, 0.10], [-0.06, 0.12, -0.29], [0.28, 0.32, 0.14], [0.12, 0.50, -0.27], [0.10, -0.08, 0.31], [-1.03, -0.24, 0.06], [-0.12, -0.22, -0.21], [0.19, 0.16, 0.06], [-0.51, 0.01, -0.01], [0.41, 0.56, 0.29], [-1.31, -0.36, -0.40], [-1.12, 0.01, 0.19], [0.33, 0.31, -0.78], [0.94, -0.26, -1.33], [1.56, -1.06, 1.20], [-0.30, -2.11, 0.10], [-1.11, 0.18, -0.69], [-1.28, 0.90, 0.01], [-0.76, 1.16, -0.56], [0.05, 1.12, -0.26], [-0.01, 0.14, 0.38], [0.62, 0.01, -0.11], [-0.41, 0.29, -0.21], [0.06, 0.40, -0.09], [0.20, 0.03, 0.50], [-0.50, -0.25, 0.03], [0.14, 0.32, -0.17], [0.13, 0.12, 1.44], [0.12, 0.03, 0.48], [0.52, 0.04, -0.07], [0.06, 0.34, -0.21], [0.19, -0.30, 0.33], [-0.15, -0.24, -0.21], [0.21, 0.34, -0.13], [0.23, -0.49, -0.07], [0.01, -0.11, -0.05], [0.67, 0.04, 0.01], [-0.08, -1.04, -0.01], [0.54, -0.04, 0.30], [-0.02, -0.39, -0.08], [2.65, -0.06, 1.04], [0.55, 0.42, -1.04], [-1.68, -0.63, -0.35], [0.61, 2.31, 0.23], [0.69, 0.14, -1.01], [0.15, 1.29, 0.29], [0.29, 0.49, -0.84], [0.17, -0.54, -0.51], [-1.41, -0.94, 1.42], [-1.25, 0.49, -0.47], [-0.19, 0.68, -0.12], [-0.32, -0.05, -0.45], [-0.25, 0.23, -0.14], [-0.02, -0.64, 0.49], [0.29, -0.39, 0.45], [0.41, -0.83, -0.08], [-0.87, -0.07, 0.03], [0.36, -0.49, 0.52], [-0.55, -0.10, -0.06], [0.19, -0.08, 0.56], [-0.40, 0.05, -0.10], [0.34, 0.22, 0.02], [0.51, 0.57, 0.23], [0.58, 0.36, -0.08], [-0.28, -0.11, -0.03], [-0.06, 0.16, 0.06], [-0.55, -0.17, -0.18], [0.54, -0.99, 0.06], [-0.40, -1.01, 0.01], [0.00, 0.34, -0.94], [-0.68, -2.85, 0.88], [1.74, -0.28, -0.60], [-0.52, 0.95, 1.34], [0.22, 0.65, -0.40], [-0.10, -1.02, -0.51], [-1.81, -1.95, 0.22], [0.34, 0.60, -0.13], [-0.25, 1.19, 0.68], [-0.32, -0.96, -0.79], [-0.14, 1.15, -0.66], [0.24, 0.44, -0.08], [-0.13, -0.19, 0.39], [0.28, 0.20, -0.34], [0.16, 0.11, 0.74], [0.01, 0.62, -0.10], [-0.07, 0.31, -0.30], [-0.25, 0.18, -0.28], [0.67, 0.03, 0.62], [-0.32, 0.39, 0.17], [-0.01, -0.15, -0.56], [0.23, 0.05, 0.05], [-0.26, -0.28, -0.30], [0.02, 0.16, 0.72], [-0.07, 0.74, -0.42], [0.02, -0.11, -0.03], [0.21, -0.50, -0.12], [-0.63, -0.27, -0.30], [0.65, -0.38, 0.61], [0.74, 0.75, 0.40]]
}